# C27H44BiF6OP2

A structure of composition C27H44BiF6OP2 at a distorted geometry (ωB97M-V/def2-TZVPD, OMol25).

Structure (ORCA input):
```
! RIJCOSX wB97M-V def2-TZVPD def2/J DEFGRID3
* xyz 1 1
Bi 0.382 0.410 0.007
C -1.714 -1.042 1.839
C -1.330 -2.131 0.997
C 0.548 -1.440 2.175
C -0.557 -0.606 2.563
C 0.063 -2.385 1.206
C -3.035 -0.369 1.847
H -3.523 -0.436 0.864
H -2.941 0.701 2.102
H -3.710 -0.824 2.590
C -0.468 0.589 3.441
H -1.374 1.206 3.370
H 0.380 1.239 3.159
H -0.327 0.284 4.490
C 1.955 -1.301 2.628
H 2.074 -1.790 3.609
H 2.258 -0.245 2.741
H 2.661 -1.770 1.926
C 0.904 -3.343 0.452
H 0.943 -4.324 0.954
H 1.945 -2.985 0.357
H 0.517 -3.498 -0.564
C -2.173 -2.777 -0.029
H -2.571 -3.737 0.332
H -1.602 -2.975 -0.946
H -3.023 -2.139 -0.302
C -0.618 2.114 -1.310
C -1.780 1.305 -1.290
C -2.230 0.363 -2.347
C -1.132 -0.367 -3.160
C 0.050 -0.852 -2.404
C 1.214 -0.091 -2.126
C 1.451 1.314 -2.673
C 0.287 2.321 -2.506
H -2.905 0.907 -3.040
H -0.810 0.275 -3.996
H -2.894 -0.400 -1.895
H -0.315 2.359 -3.428
H -0.644 2.979 -0.630
H -2.542 1.585 -0.543
H 0.737 3.327 -2.392
H 2.331 1.741 -2.166
H 2.141 -0.665 -1.979
H 1.738 1.250 -3.740
H -1.608 -1.247 -3.639
H 0.121 -1.936 -2.259
P -0.219 1.352 -6.516
C -0.301 3.197 -6.533
C -1.594 1.045 -7.710
P 2.048 -0.417 -7.284
C 1.208 1.194 -7.702
C 1.539 -1.388 -8.773
C 3.721 0.049 -7.905
H 0.566 3.600 -5.995
H -1.220 3.506 -6.019
H -0.303 3.567 -7.567
H -1.493 1.693 -8.591
H -2.534 1.275 -7.191
H -1.608 -0.009 -8.014
H 3.663 0.429 -8.933
H 4.358 -0.843 -7.867
H 4.142 0.817 -7.244
H 1.918 2.023 -7.532
H 0.858 1.198 -8.750
H 2.138 -2.308 -8.781
H 1.725 -0.818 -9.692
H 0.479 -1.661 -8.703
C 3.339 2.292 2.443
C 2.787 2.612 1.066
O 2.148 1.586 0.403
C 1.774 3.798 1.243
F 2.263 4.851 1.947
F 1.289 4.277 0.067
F 0.682 3.328 1.949
C 3.989 3.012 0.096
F 4.792 4.001 0.581
F 4.770 1.911 -0.094
F 3.554 3.414 -1.132
H 2.509 2.034 3.118
H 3.896 3.145 2.861
H 3.994 1.415 2.385
*
```

Calculated values
HOMO-LUMO gap (spin up / spin down) = 4.662 / 4.664 eV
LUMO level (spin up / spin down) = -5.21 / -5.21 eV
maximum force = 6.57 eV Å⁻¹
HOMO level (spin up / spin down) = -9.87 / -9.87 eV



# CH5NS2

A cluster of 2 separate species, CH5NS2 in total (ωB97M-V/def2-TZVPD, OMol25).

Structure (ORCA input):
```
! RIJCOSX wB97M-V def2-TZVPD def2/J DEFGRID3
* xyz 0 1
S -3.233 0.573 -0.177
S -1.608 1.890 -0.344
H -2.532 -0.562 -0.299
H -0.914 1.171 -1.227
C 1.752 -0.658 0.780
N 1.031 -0.175 -0.140
H 1.649 -0.229 1.778
H 2.508 -1.436 0.660
H 1.346 -0.573 -1.031
*
```

Calculated values
HOMO-LUMO gap = 8.853 eV
structure (SMILES) = C=N.SS
LUMO level = 0.53 eV
ΔE to the lowest compared entry with this formula, charge and spin = 92.68 kJ/mol
maximum force = 0.85 eV Å⁻¹
HOMO level = -8.32 eV



# C2H2N6

An isolated molecule of C2H2N6 at a distorted geometry (ωB97M-V/def2-TZVPD, OMol25).

Structure (ORCA input):
```
! RIJCOSX wB97M-V def2-TZVPD def2/J DEFGRID3
* xyz 0 1
C 0.989 0.214 -0.125
C -1.062 -0.935 -0.421
H 2.109 -0.879 1.320
H -1.832 -1.532 -0.779
N 1.967 0.091 0.651
N 0.131 -0.937 -0.768
N -1.275 -0.074 0.818
N -1.107 1.127 0.650
N -0.517 1.688 -0.465
N 0.598 1.237 -0.881
*
```

Calculated values
HOMO-LUMO gap = 8.037 eV
structure (SMILES) = [H]/N=c1\ncnnnn1
LUMO level = -1.36 eV
ΔE to the lowest compared entry with this formula, charge and spin = 352.85 kJ/mol
maximum force = 7.42 eV Å⁻¹
HOMO level = -9.39 eV